Record 1
C3H4ClFO | ωB97M-V/def2-TZVPD

Properties
- gap between HOMO and LUMO (eV) = 10.5
- molecular weight (g mol⁻¹) = 110.515
- relative energy (zero: lowest compared OMol25 entry of this formula, charge and spin) (kcal/mol) = 16.6
- E (eV) = -20461.9975

The geometry in ORCA input format:
```
! wB97M-V def2-TZVPD RIJCOSX def2/J DEFGRID3
* xyz 0 1
O 2.04 0.01 0.40
C 0.70 0.32 0.69
C -0.28 0.10 -0.42
Cl 0.27 0.40 -2.05
C -1.55 -0.25 -0.34
F -2.17 -0.53 0.81
H 2.06 -0.55 -0.36
H 0.41 -0.33 1.52
H 0.71 1.35 0.97
H -2.18 -0.51 -1.22
*
```

In elementary charge units, the natural (NBO) charges are:
1 O -0.696
2 C -0.108
3 C -0.145
4 Cl -0.001
5 C 0.227
6 F -0.321
7 H 0.471
8 H 0.193
9 H 0.197
10 H 0.185

---

Record 2
C3H4ClFO | ωB97M-V/def2-TZVPD

Properties
- gap between HOMO and LUMO (alpha / beta) (eV) = 8.0 / 8.8
- molecular weight (g mol⁻¹) = 110.515
- relative energy (zero: lowest compared OMol25 entry of this formula, charge and spin) (kcal/mol) = 89.4
- E (eV) = -20458.8392

The geometry in ORCA input format:
```
! wB97M-V def2-TZVPD RIJCOSX def2/J DEFGRID3
* xyz 0 1
C 3.02 -0.27 -0.20
C -0.14 -0.91 -0.81
C -0.35 0.44 -0.32
O 2.92 -1.43 -0.20
F 0.74 1.29 -0.67
Cl 4.08 0.70 0.70
H 0.26 -1.04 -1.70
H -0.17 -1.79 -0.07
H -1.33 0.76 -0.77
H -0.58 0.42 0.78
*
```

In elementary charge units, the natural (NBO) charges are:
1 C 0.461
2 C -0.283
3 C -0.055
4 O -0.474
5 F -0.371
6 Cl 0.012
7 H 0.163
8 H 0.184
9 H 0.186
10 H 0.177

---

Record 3
C3H4ClFS | ωB97M-V/def2-TZVPD

Properties
- gap between HOMO and LUMO (eV) = 8.5
- molecular weight (g mol⁻¹) = 126.583
- relative energy (zero: lowest compared OMol25 entry of this formula, charge and spin) (kcal/mol) = 44.2
- E (eV) = -29248.6807

The geometry in ORCA input format:
```
! wB97M-V def2-TZVPD RIJCOSX def2/J DEFGRID3
* xyz 0 1
C 0.19 0.76 -0.76
C 0.42 -0.20 0.15
F 0.97 0.22 1.29
Cl 1.72 -1.23 -0.29
C -0.82 -0.92 0.60
S -2.27 -0.74 -0.06
H -0.39 0.56 -1.59
H 1.22 1.34 -0.78
H -0.21 1.62 -0.19
H -0.83 -1.42 1.62
*
```

In elementary charge units, the natural (NBO) charges are:
1 C -0.684
2 C 0.231
3 F -0.337
4 Cl -0.011
5 C -0.307
6 S 0.119
7 H 0.264
8 H 0.244
9 H 0.248
10 H 0.232

---

Record 4
C3H4ClFS | ωB97M-V/def2-TZVPD

Properties
- gap between HOMO and LUMO (eV) = 8.6
- molecular weight (g mol⁻¹) = 126.583
- relative energy (zero: lowest compared OMol25 entry of this formula, charge and spin) (kcal/mol) = 20.8
- E (eV) = -29249.6956

The geometry in ORCA input format:
```
! wB97M-V def2-TZVPD RIJCOSX def2/J DEFGRID3
* xyz 0 1
F 0.84 -1.83 -0.77
C 1.21 -0.59 -0.27
Cl 1.01 0.60 -1.71
C 0.49 -0.21 1.03
C -1.03 -0.29 0.94
S -1.95 0.92 1.38
H 2.36 -0.47 -0.20
H 0.83 0.68 1.59
H 0.88 -0.84 1.81
H -1.49 -1.26 0.68
*
```

In elementary charge units, the natural (NBO) charges are:
1 F -0.341
2 C 0.255
3 Cl -0.115
4 C -0.564
5 C -0.292
6 S 0.125
7 H 0.204
8 H 0.262
9 H 0.254
10 H 0.213

---

Record 5
C3H4ClN3O | ωB97M-V/def2-TZVPD

Properties
- gap between HOMO and LUMO (eV) = 9.3
- molecular weight (g mol⁻¹) = 133.538
- relative energy (zero: lowest compared OMol25 entry of this formula, charge and spin) (kcal/mol) = 56.5
- E (eV) = -22213.9933

The geometry in ORCA input format:
```
! wB97M-V def2-TZVPD RIJCOSX def2/J DEFGRID3
* xyz 0 1
N -3.00 -0.52 0.09
C -1.63 -0.25 0.01
C -0.58 -1.19 0.01
C 0.55 -0.40 0.00
Cl 2.20 -0.80 0.00
N 0.13 0.89 0.00
O 0.93 1.98 -0.11
N -1.19 1.01 -0.02
H -3.27 -1.31 -0.48
H -3.58 0.30 -0.13
H -0.64 -2.25 0.02
H 0.89 2.40 0.75
*
```

In elementary charge units, the natural (NBO) charges are:
1 N -0.810
2 C 0.308
3 C -0.395
4 C 0.095
5 Cl 0.062
6 N 0.078
7 O -0.493
8 N -0.328
9 H 0.377
10 H 0.388
11 H 0.239
12 H 0.478

---

Record 6
C3H4ClN3O3S | ωB97M-V/def2-TZVPD

Properties
- gap between HOMO and LUMO (alpha / beta) (eV) = 8.7 / 8.7
- molecular weight (g mol⁻¹) = 197.603
- relative energy (zero: lowest compared OMol25 entry of this formula, charge and spin) (kcal/mol) = 0.0
- E (eV) = -37143.4225

The geometry in ORCA input format:
```
! wB97M-V def2-TZVPD RIJCOSX def2/J DEFGRID3
* xyz 0 1
C 1.17 1.25 -0.41
N 0.49 0.27 0.40
C -0.63 -0.27 -0.07
S -1.30 -0.30 -1.72
O -0.14 -0.39 -2.54
O -2.22 0.77 -1.87
Cl -2.26 -1.95 -1.76
N -1.13 -1.29 0.97
N -0.17 -1.07 1.93
C 0.74 -0.12 1.71
O 1.76 0.18 2.32
H 0.56 1.63 -1.16
H 1.42 1.99 0.38
H 1.90 0.90 -0.99
H -0.19 -1.59 2.81
*
```

In elementary charge units, the natural (NBO) charges are:
1 C -0.401
2 N -0.377
3 C 0.019
4 S 2.085
5 O -0.899
6 O -0.877
7 Cl -0.076
8 N -0.238
9 N -0.411
10 C 0.705
11 O -0.631
12 H 0.219
13 H 0.235
14 H 0.220
15 H 0.428